Entry 1:
Density functional theory data (wB97M-V/def2-TZVPD) for 2 unconnected molecules or ions with the total composition CH5ClO2SSi.

CARTESIAN COORDINATES (ANGSTROEM)
1 C 0.88854 -0.93306 -0.68827
2 O 1.41782 1.42164 1.79370
3 O -0.94943 1.67517 2.26729
4 Si -0.97351 -0.59322 -0.69623
5 S 0.26903 2.28750 1.82858
6 Cl -1.23399 1.24651 -1.51957
7 H 1.10553 -1.92894 -0.31669
8 H 1.31056 -0.85504 -1.68849
9 H 1.41544 -0.22508 -0.05169
10 H -1.56255 -0.56305 0.63548
11 H -1.68743 -1.53242 -1.56410

* HOMO level: -10.97 eV
* spin multiplicity: 1
* lowest unoccupied orbital energy: -0.0458 hartree
* orbital gap: 9.72 eV

=====

Entry 2:
Density functional theory data (wB97M-V/def2-TZVPD) for a molecular structure, CH5ClO4Pb.

CARTESIAN COORDINATES (ANGSTROEM)
1 Pb -0.31023 0.01088 -0.79633
2 C -0.68700 -2.31513 -0.54550
3 H -1.25431 -1.86053 -1.43809
4 H 0.20086 -2.88743 -0.85976
5 H -1.41245 -2.80785 0.15025
6 H -0.16687 -1.58035 0.57596
7 H 0.01862 -0.88480 0.99498
8 O 0.66156 3.49834 -0.68060
9 Cl 0.74029 2.52262 0.39957
10 O 1.25511 3.09235 1.61668
11 O -0.62732 1.88689 0.63353
12 O 1.58173 1.32501 -0.05067

* HOMO level (spin up / spin down): -21.43 / -19.78 eV
* total charge: +2
* spin multiplicity: 1
* lowest unoccupied orbital energy (spin up / spin down): -0.4326 / -0.5540 hartree
* orbital gap (spin up / spin down): 9.66 / 4.71 eV

=====

Entry 3:
Density functional theory data (wB97M-V/def2-TZVPD) for 2 unconnected molecules or ions with the total composition CH5FNO.

CARTESIAN COORDINATES (ANGSTROEM)
1 C -0.54190 0.67764 0.41655
2 N -0.59002 -0.52947 -0.43698
3 O 1.61971 0.13802 0.83695
4 F 2.18163 -0.17890 -0.29896
5 H -0.00943 1.55783 -0.01922
6 H -1.15473 0.72668 1.34016
7 H -1.53653 -0.72959 -0.72185
8 H -0.16236 -1.36221 0.05400
9 H 0.19363 -0.29999 -1.17066

* HOMO level (spin up / spin down): -16.43 / -15.54 eV
* total charge: +1
* spin multiplicity: 1
* lowest unoccupied orbital energy (spin up / spin down): -0.2229 / -0.2449 hartree
* orbital gap (spin up / spin down): 10.37 / 8.88 eV

=====

Entry 4:
Density functional theory data (wB97M-V/def2-TZVPD) for a single CH5FNO2PS molecule.

CARTESIAN COORDINATES (ANGSTROEM)
1 C -1.04047 0.49756 0.12524
2 N -0.10395 -1.96511 -0.51593
3 O 2.52237 -0.36553 0.07551
4 O 0.10584 0.44353 -0.70500
5 F 4.37661 0.43708 -1.41333
6 P 3.77788 0.64803 0.12254
7 S 0.92429 -0.89901 -0.95966
8 H -1.92735 0.63844 -0.49449
9 H -0.91698 1.34250 0.80155
10 H -1.13821 -0.43065 0.68814
11 H 0.21332 -2.91920 -0.57235
12 H 3.13723 1.84930 -0.30383

* HOMO level (spin up / spin down): -8.70 / -8.70 eV
* spin multiplicity: 1
* lowest unoccupied orbital energy (spin up / spin down): -0.0132 / -0.0132 hartree
* orbital gap (spin up / spin down): 8.34 / 8.34 eV

=====

Entry 5:
Density functional theory data (wB97M-V/def2-TZVPD) for 2 unconnected molecules or ions with the total composition CH5FO2SSi.

CARTESIAN COORDINATES (ANGSTROEM)
1 O 1.96712 1.34570 0.85219
2 Si 2.46546 0.21565 0.00858
3 O 2.18132 -0.14699 -1.51194
4 F 3.42610 -0.94237 0.54658
5 H 2.45230 -0.96436 -1.93109
6 C -2.03190 0.51971 0.09221
7 S -2.39195 -1.26532 0.24150
8 H -2.59762 1.06397 0.84151
9 H -2.35676 0.81907 -0.90112
10 H -0.96461 0.69714 0.21110
11 H -2.14946 -1.34219 1.55050

* SMILES string: O=[Si](O)F.CS
* HOMO level: -9.09 eV
* spin multiplicity: 1
* lowest unoccupied orbital energy: -0.0157 hartree
* orbital gap: 8.66 eV

=====

Entry 6:
Density functional theory data (wB97M-V/def2-TZVPD) for 2 unconnected molecules or ions with the total composition CH5FOSi.

CARTESIAN COORDINATES (ANGSTROEM)
1 C -1.90600 0.26052 0.37071
2 O 3.01664 -0.08653 -1.13266
3 F -0.99601 -0.10309 -0.63317
4 Si 2.69237 0.05397 0.43945
5 H -1.56029 -0.29345 1.20191
6 H -2.89909 -0.05923 0.16101
7 H 2.27896 -0.59863 -1.43399
8 H 1.23259 -0.47471 0.54723
9 H -1.85918 1.30116 0.47952

* HOMO level: -8.34 eV
* spin multiplicity: 1
* lowest unoccupied orbital energy: 0.0004 hartree
* orbital gap: 8.35 eV

=====

Entry 7:
Density functional theory data (wB97M-V/def2-TZVPD) for 2 unconnected molecules or ions with the total composition CH5FP2.

CARTESIAN COORDINATES (ANGSTROEM)
1 C 1.72721 -0.49634 0.95704
2 F -1.09705 -1.65492 -0.41515
3 P -1.10155 1.19745 -0.54847
4 P -1.32604 -0.65466 -1.70688
5 H 1.01351 0.24081 1.30388
6 H 2.36216 -0.12719 0.17711
7 H 2.20113 -1.38633 1.50541
8 H -2.21067 0.99882 0.26198
9 H -1.56870 1.88236 -1.53493

* HOMO level (spin up / spin down): -8.17 / -8.80 eV
* spin multiplicity: 1
* lowest unoccupied orbital energy (spin up / spin down): 0.0026 / -0.0381 hartree
* orbital gap (spin up / spin down): 8.25 / 7.76 eV

=====

Entry 8:
Density functional theory data (wB97M-V/def2-TZVPD) for 2 unconnected molecules or ions with the total composition CH5I3Si2.

CARTESIAN COORDINATES (ANGSTROEM)
1 C 0.27003 -0.13845 0.73900
2 Si -0.00048 0.84916 -0.83998
3 Si 5.03392 0.28964 -1.24130
4 I -1.40556 2.80273 -0.36991
5 I 4.26824 1.32557 0.89107
6 I 3.37455 -1.62166 -1.49199
7 H -0.50543 -0.81926 0.94340
8 H 1.15928 -0.80680 0.71452
9 H 0.30569 0.36965 1.57448
10 H -0.99705 -0.11320 -1.70582
11 H 1.09963 1.23662 -1.63903

* HOMO level: -9.36 eV
* spin multiplicity: 1
* lowest unoccupied orbital energy: -0.0632 hartree
* orbital gap: 7.64 eV

=====

Entry 9:
Density functional theory data (wB97M-V/def2-TZVPD) for a single CH5IN2 molecule.

CARTESIAN COORDINATES (ANGSTROEM)
1 C -0.37601 0.92258 0.46988
2 N -0.99077 0.10189 -0.49746
3 N 1.91541 -1.61103 0.24521
4 I 1.81710 0.23409 0.48195
5 H -2.00837 -0.05677 -0.44166
6 H -0.14630 1.88782 0.09014
7 H -0.90227 0.73521 1.39360
8 H -0.57820 -0.26876 -1.30518
9 H 1.26941 -1.94503 -0.43647

* HOMO level (spin up / spin down): -7.62 / -7.62 eV
* spin multiplicity: 1
* lowest unoccupied orbital energy (spin up / spin down): 0.0154 / 0.0154 hartree
* orbital gap (spin up / spin down): 8.04 / 8.04 eV

=====

Entry 10:
Density functional theory data (wB97M-V/def2-TZVPD) for 2 unconnected molecules or ions with the total composition CH5IN2O.

CARTESIAN COORDINATES (ANGSTROEM)
1 C 0.56158 0.32211 -0.51469
2 N -0.61716 -0.34129 -0.17324
3 N -0.06298 -1.89319 1.94938
4 O -0.29947 -0.63394 1.63914
5 I 2.08780 -2.39621 1.75526
6 H 1.12032 1.02796 0.21220
7 H 1.19528 -0.61000 -0.71310
8 H 0.47769 0.87628 -1.49221
9 H -1.24626 0.43580 -0.02935
10 H -0.41858 -2.41205 1.09726

* HOMO level (spin up / spin down): -8.98 / -8.98 eV
* spin multiplicity: 1
* lowest unoccupied orbital energy (spin up / spin down): -0.0263 / -0.0263 hartree
* orbital gap (spin up / spin down): 8.27 / 8.26 eV

=====

Entry 11:
Density functional theory data (wB97M-V/def2-TZVPD) for 2 unconnected molecules or ions with the total composition CH5INO.

CARTESIAN COORDINATES (ANGSTROEM)
1 C 0.24785 0.24061 0.29842
2 N -0.44449 -0.77128 -0.36297
3 O -0.09142 1.35772 -0.32061
4 I 2.47110 -0.33405 0.20208
5 H -0.20122 0.48862 1.85094
6 H -0.18076 -0.81223 -1.39802
7 H -1.50261 -0.53885 -0.50465
8 H -0.34736 -1.76042 0.02072
9 H 0.04891 2.12987 0.21408

* HOMO level: -14.11 eV
* total charge: +1
* spin multiplicity: 1
* lowest unoccupied orbital energy: -0.1803 hartree
* orbital gap: 9.21 eV

=====

Entry 12:
Density functional theory data (wB97M-V/def2-TZVPD) for a single CH5INP molecule.

CARTESIAN COORDINATES (ANGSTROEM)
1 C 0.81421 0.99277 -0.29830
2 N -0.28053 0.03347 -0.19164
3 P -1.07075 -0.37015 1.18756
4 I -0.37336 -1.63992 -2.01571
5 H 1.01311 1.21765 -1.31196
6 H 0.45778 1.87628 0.01001
7 H 1.82485 0.65849 0.18408
8 H -2.05544 -1.31217 0.69844
9 H -0.32987 -1.45640 1.73752

* SMILES string: CN(P)I
* HOMO level (spin up / spin down): -8.77 / -8.89 eV
* spin multiplicity: 1
* lowest unoccupied orbital energy (spin up / spin down): -0.0673 / -0.0685 hartree
* orbital gap (spin up / spin down): 6.94 / 7.02 eV

=====

Entry 13:
Density functional theory data (wB97M-V/def2-TZVPD) for a molecular structure, CH5INP.

CARTESIAN COORDINATES (ANGSTROEM)
1 C -0.49552 0.49882 0.39053
2 N 2.63402 -1.02301 0.52678
3 P 1.94677 -2.21451 -0.18933
4 I 4.05160 0.26866 -0.14071
5 H 0.29967 0.20551 1.06649
6 H -0.50791 -0.17085 -0.45954
7 H -0.31744 1.50999 0.05121
8 H -1.44175 0.44942 0.90739
9 H 2.51130 -2.27442 -1.51653

* HOMO level (spin up / spin down): -6.95 / -9.63 eV
* spin multiplicity: 3
* lowest unoccupied orbital energy (spin up / spin down): -0.0278 / -0.1194 hartree
* orbital gap (spin up / spin down): 6.20 / 6.38 eV

=====

Entry 14:
Density functional theory data (wB97M-V/def2-TZVPD) for 2 unconnected molecules or ions with the total composition CH5IOSi.

CARTESIAN COORDINATES (ANGSTROEM)
1 C -0.82717 0.98116 -0.05677
2 O 0.02064 -1.69616 -0.36268
3 Si 0.33008 -0.36387 0.49267
4 I 2.66958 0.33217 0.05987
5 H -0.55073 2.00131 0.14679
6 H -0.70321 0.98537 -1.79164
7 H -1.88426 0.80149 0.04058
8 H 0.65339 -2.40544 -0.45122
9 H 0.29167 -0.63602 1.92240

* HOMO level: -9.66 eV
* spin multiplicity: 1
* lowest unoccupied orbital energy: 0.0096 hartree
* orbital gap: 9.93 eV

=====

Entry 15:
Density functional theory data (wB97M-V/def2-TZVPD) for a single CH5N molecule.

CARTESIAN COORDINATES (ANGSTROEM)
1 C 0.70435 0.00177 0.02381
2 N -0.73963 -0.01725 -0.12464
3 H 1.12954 -0.83798 -0.48104
4 H 1.02618 0.95776 -0.52383
5 H 1.08511 -0.05414 1.04167
6 H -1.13019 -0.78214 0.26916
7 H -1.15930 0.82664 0.42367

* SMILES string: CN
* HOMO level: -9.36 eV
* spin multiplicity: 1
* lowest unoccupied orbital energy: 0.0461 hartree
* orbital gap: 10.61 eV

=====

Entry 16:
Density functional theory data (wB97M-V/def2-TZVPD) for a gas-phase ion, CH5N2 (charge +1).

CARTESIAN COORDINATES (ANGSTROEM)
1 N -0.25379 0.09424 1.12424
2 C 0.46030 0.00787 0.03714
3 N -0.03772 -0.13706 -1.15447
4 H 0.17208 0.20517 2.03333
5 H -1.26616 0.03291 1.09620
6 H 1.54299 0.05188 0.13777
7 H 0.52592 -0.18148 -1.99134
8 H -1.14362 -0.07354 -1.28286

* SMILES string: NC=[NH2+]
* HOMO level: -16.61 eV
* total charge: +1
* spin multiplicity: 1
* lowest unoccupied orbital energy: -0.1453 hartree
* orbital gap: 12.66 eV

=====

Entry 17:
Density functional theory data (wB97M-V/def2-TZVPD) for a gas-phase ion, CH5N2 (charge +1).

CARTESIAN COORDINATES (ANGSTROEM)
1 N -0.13635 -1.10011 0.38792
2 C 0.37805 -0.05099 -0.19602
3 N -0.16251 1.13895 -0.27254
4 H -1.11448 -1.26535 0.60813
5 H 0.51685 -1.86561 0.51033
6 H 1.46755 -0.11801 -0.47185
7 H 0.07246 1.95827 -0.80597
8 H -1.02157 1.30285 0.24000

* SMILES string: NC=[NH2+]
* HOMO level: -16.67 eV
* total charge: +1
* spin multiplicity: 1
* lowest unoccupied orbital energy: -0.1553 hartree
* orbital gap: 12.44 eV

=====

Entry 18:
Density functional theory data (wB97M-V/def2-TZVPD) for 2 unconnected molecules or ions with the total composition CH5N2O2.

CARTESIAN COORDINATES (ANGSTROEM)
1 C 1.72280 0.25002 -0.76947
2 N -2.93052 0.12856 1.23397
3 N -1.98000 -0.06359 0.69204
4 O -3.90720 0.32321 1.77475
5 O 0.74661 -0.47831 0.05757
6 H 2.02007 1.14039 -0.21723
7 H 1.28975 0.52252 -1.73001
8 H 2.58435 -0.39803 -0.91259
9 H 0.61054 -1.38009 -0.30054
10 H -0.15639 -0.04468 0.17151

* HOMO level: -16.34 eV
* total charge: +1
* spin multiplicity: 1
* lowest unoccupied orbital energy: -0.1491 hartree
* orbital gap: 12.28 eV

=====

Entry 19:
Density functional theory data (wB97M-V/def2-TZVPD) for a gas-phase ion, CH5N2O2 (charge +1).

CARTESIAN COORDINATES (ANGSTROEM)
1 C 0.15811 -0.39526 -0.84022
2 N -0.07032 0.22600 0.46016
3 O 0.17240 1.46311 0.79778
4 N -0.70757 -0.54881 1.37199
5 O -1.01936 0.14776 2.45761
6 H 1.27718 -0.40255 -0.95706
7 H -0.47612 0.07749 -1.67803
8 H -0.35992 -1.38931 -0.58706
9 H 0.03875 2.16945 0.06027
10 H -1.34980 -0.44680 3.10267

* SMILES string: C/[N+](O)=N/O
* HOMO level: -16.36 eV
* total charge: +1
* spin multiplicity: 1
* lowest unoccupied orbital energy: -0.2224 hartree
* orbital gap: 10.31 eV

=====

Entry 20:
Density functional theory data (wB97M-V/def2-TZVPD) for a gas-phase ion, CH5N2O2 (charge +1).

CARTESIAN COORDINATES (ANGSTROEM)
1 N -1.28386 0.17147 0.95772
2 C -0.64842 -0.18665 -0.15068
3 N 0.62431 -0.43808 -0.11968
4 O 1.44231 -0.87514 -1.12658
5 O 2.30974 0.30039 -1.41185
6 H -2.13849 0.68084 0.91490
7 H -0.68765 0.17864 1.74169
8 H -0.99675 -0.26547 -1.23091
9 H 1.05413 -0.21236 0.78599
10 H 3.15885 -0.07246 -1.51542

* SMILES string: N/C=[NH+]/OO
* HOMO level: -15.76 eV
* total charge: +1
* spin multiplicity: 1
* lowest unoccupied orbital energy: -0.1675 hartree
* orbital gap: 11.20 eV

=====

Short version: total energy = -1339.48642 -993.78574 -270.42011 -1085.68037 -979.23343 -505.64256 -823.53617 -1513.20956 -448.14130 -523.34372 -468.41968 -734.80214 -734.73295 -703.52585 -95.82651 -150.37108 -150.36763 -300.72189 -300.65279 -300.67179 a.u., in the order given.